The following is a quantum chemistry calculation of 2 unconnected molecules or ions with the total composition C12H13Cl4NO3, from the OMol25 dataset.

Values from the calculation:
E_HOMO: -8.474 eV
2S+1: 1
Orbital gap: 5.78 eV
LUMO energy: -2.70 eV
SMILES: O=C1C(Cl)=C(Cl)C(=O)C(Cl)=C1Cl.COC[C@@H]1CCCN1

```
33
Properties=species:S:1:pos:R:3:nbo_charge:R:1
H 0.7561 -0.2705 0.0468 0.380
Cl -2.3429 1.2414 2.2910 0.099
O 0.3241 5.4744 2.4397 -0.433
C 0.3739 1.4109 2.1976 0.441
H -1.1829 -1.2063 -0.0788 0.190
C -0.8715 2.1370 2.2838 -0.102
H -1.3453 1.4029 -1.9765 0.198
H -0.7833 0.8472 -3.5464 0.213
H -0.4206 -5.2712 -0.0402 0.160
H 1.0905 -5.0259 0.8604 0.192
O 0.4008 0.1994 2.0528 -0.455
H -1.3401 -1.4345 -3.0555 0.201
H 0.2761 -3.0449 -2.0274 0.164
Cl -2.3839 4.3431 2.4295 0.102
H 1.3727 0.2782 -2.6913 0.181
Cl 3.0636 4.4056 2.4293 0.099
C 0.3408 4.2550 2.3967 0.425
C 1.5860 3.5223 2.3674 -0.087
C -0.3500 -2.8605 -1.1492 -0.056
C 1.6020 2.1690 2.2790 -0.104
H -1.2891 -3.4096 -1.2760 0.158
O 0.3237 -3.3569 -0.0016 -0.539
C -0.8891 3.4919 2.3697 -0.090
C -0.6221 -1.3626 -1.0155 -0.074
H 0.9712 1.4604 -1.4532 0.184
N 0.6552 -0.5917 -0.9271 -0.638
C 0.5349 -4.7467 -0.0336 -0.240
C 0.6456 0.5164 -1.9070 -0.222
H -2.4953 -0.6961 -1.9583 0.217
H 1.1143 -5.0166 -0.9162 0.162
Cl 3.0887 1.3014 2.2771 0.107
C -0.7806 0.6053 -2.4744 -0.418
C -1.4236 -0.7677 -2.1926 -0.416
```



The following is a quantum chemistry calculation of a molecular structure, C27H74CuF2N4O13S2, from the OMol25 dataset.

Values from the calculation:
E_HOMO (spin up / spin down): -9.369 / -9.369 eV
2S+1: 2
Orbital gap (spin up / spin down): 8.07 / 6.13 eV
LUMO energy (spin up / spin down): -1.30 / -3.24 eV
<S²>: 0.759

```
123
Properties=species:S:1:pos:R:3:mulliken_spin:R:1
H -0.0149 -3.7912 5.8911 0.000
C 3.4124 -3.1774 2.3125 0.000
C 0.2581 1.5021 -5.1945 0.002
H -0.9706 -4.9665 7.5492 0.000
O -4.1490 0.5289 -2.4667 0.755
H -1.4945 -7.1097 -0.4563 0.000
O -2.6710 -4.7978 -1.4503 0.000
C -3.9212 -0.3563 2.3200 0.000
C 3.0618 -1.8635 1.5700 0.000
C 0.6060 6.4894 -1.8886 0.000
H 3.4183 -4.6454 -0.4598 0.000
H -3.9909 -2.5866 2.4034 0.000
H -2.7674 -5.8880 1.6504 0.000
C -1.0755 -4.1200 3.4633 0.000
H 4.9354 -2.1264 3.4178 0.000
H -4.3147 -2.0053 0.8314 0.000
H 5.3977 4.5423 -1.5714 0.000
S 0.1422 -0.8989 -0.9633 0.000
C 4.0811 4.0936 0.1704 0.000
H -0.4016 -4.8911 3.8237 0.000
H 2.6155 -4.1026 -2.5056 0.000
O -2.0829 -3.8181 6.2282 0.000
H -2.0473 0.9186 -5.7208 0.001
H -2.7067 5.7590 0.2336 0.000
O 0.1600 -1.1015 0.4763 -0.002
H 5.8749 -4.5870 0.2205 0.000
O 4.6357 5.0180 1.1200 0.000
H 1.0567 2.2436 -5.2092 0.000
O -2.2907 4.0870 -4.1760 -0.002
O -1.7461 6.6787 -1.3272 0.000
H -1.5863 -4.1607 0.2528 0.000
O -1.1393 1.3745 0.5098 0.000
H 0.0977 -1.1532 4.3528 0.000
C 4.3698 4.6674 -1.2059 0.000
H -1.9360 6.1072 -4.2218 0.000
N 0.3065 7.1991 -3.1323 0.000
H 1.3701 5.7254 -2.0590 0.000
H -0.1495 6.5728 -3.7896 0.000
H -2.1013 -4.4789 3.3507 0.000
C -1.0692 -2.8543 4.3048 0.000
C 4.2009 -4.5042 -1.2133 0.000
H -2.0730 -5.1734 -2.1002 0.000
C 4.1398 -2.8550 3.6194 0.000
H -0.0753 -1.7721 2.8859 0.000
H 0.4445 0.5707 -4.6665 -0.001
H 2.2667 7.6252 -1.2509 0.000
N -1.0782 -0.1826 -1.7015 0.014
C 3.6061 -3.6681 -2.3464 0.000
C -1.2925 3.5286 -5.0080 0.002
N 0.0891 -2.0404 3.8556 0.000
H 4.6818 -3.7035 4.0455 0.000
H -0.4302 7.8705 -2.9268 0.000
H 4.1140 -3.5956 -3.3029 0.000
H 4.5012 3.1173 0.4306 0.000
H 3.8979 4.1313 -2.0415 0.000
H 2.2141 -1.3577 2.0263 0.000
H -1.4507 -5.7740 6.1052 0.000
H -3.5688 5.6733 -3.9224 0.000
C -3.7282 -1.7734 1.7205 0.000
H 3.5815 -2.3871 4.4313 0.000
H -3.9468 -4.6561 0.9586 0.000
H 2.3795 3.8297 1.5305 0.000
H -2.6562 -1.7601 1.5009 0.001
C 2.5873 4.1143 0.5013 0.000
H -2.8679 1.8926 -4.7836 -0.006
H -0.4532 -6.1245 0.6106 0.000
H -0.6247 2.2342 -3.4801 -0.005
H 1.3338 6.9956 0.0840 0.000
H -0.4905 5.5066 -0.2984 0.000
H -3.1818 5.1626 -1.3965 0.000
H -0.6670 -2.3006 6.4211 0.000
H -1.9534 -2.2232 4.1692 0.000
C -2.7085 5.3916 -4.5257 0.000
H 3.9557 -1.2528 1.4558 0.000
F -0.1840 -2.4009 -1.4477 0.000
C -0.9116 -3.1657 5.7918 0.000
H -2.9058 5.4449 -5.5975 0.000
C -0.9790 2.1664 -4.5091 0.003
H 4.0969 -3.6914 1.6443 0.000
H 5.2821 -2.9505 -0.1622 0.000
O 0.3571 2.0220 -1.3367 0.001
F -1.9213 2.0651 -1.6408 -0.003
C 1.2486 7.4399 -0.9091 0.000
C -1.8159 -5.0676 6.8512 0.000
O -3.8626 0.5343 1.1996 -0.001
C -0.6564 5.7771 -1.3545 0.000
S -0.7674 1.2692 -0.8717 -0.007
H 5.5632 5.1738 0.9119 0.000
H -4.0435 1.2037 -1.7742 -0.022
H -1.5575 3.4634 -6.0751 0.000
C 5.4725 -3.9496 -0.5707 0.000
H -2.9990 0.9524 1.3151 0.000
H 3.4084 -2.6642 -1.9562 0.000
H 5.1092 -6.2687 -1.2760 0.000
H 2.1590 5.1051 0.3547 0.000
H -0.3363 -5.7408 -1.0495 0.000
H -0.8964 4.8200 -1.8353 0.000
C -2.0941 -5.0407 -0.1628 0.000
C -5.2946 -0.2716 2.9638 0.000
H -6.0200 -0.3635 2.1545 0.000
C -3.2422 -5.4592 0.7672 0.000
H -3.7235 6.7337 -0.6988 0.000
Cu -2.4422 -0.4440 -3.2177 0.231
C -1.0429 -6.1313 -0.3129 0.000
H -5.4480 0.7143 3.4191 0.000
O 2.1974 -3.8664 2.5675 0.000
N -2.1106 1.1985 -4.7446 0.039
H 0.0345 1.2489 -6.2354 -0.001
H -5.4973 -0.9494 3.7916 0.000
H 4.1079 5.7192 -1.3044 0.000
H 6.2894 -3.8252 -1.2829 0.000
H -0.4316 4.2002 -4.8958 -0.001
O 4.6340 -5.7000 -1.8905 0.000
H 2.7280 -2.1935 0.5834 0.000
H 2.0713 3.4602 -0.2048 0.000
H -3.7344 -6.2838 0.2461 0.000
H 1.5756 -3.1664 2.8354 0.000
H -3.1067 -0.2571 3.0410 0.000
O 1.4317 -0.6480 -1.5525 0.001
H 0.7019 8.3726 -0.7622 0.000
H -0.8637 -3.8117 2.4352 0.000
H -2.6071 -5.3765 7.5282 0.000
C -2.8935 6.0363 -0.8115 0.000
```



The following is a quantum chemistry calculation of C25H32ClFN4O4S in the gas phase, from the OMol25 dataset.

Values from the calculation:
E_HOMO: -8.291 eV
2S+1: 1
Orbital gap: 8.74 eV
LUMO energy: 0.45 eV
SMILES: CCN1CCN(c2ccc(S(=O)(=O)N3CCCCC3)cc2NC(=O)COc2ccc(F)cc2Cl)CC1

```
68
Properties=species:S:1:pos:R:3:nbo_charge:R:1
H -0.7434 2.8790 -1.6599 0.179
C 2.2694 -1.7317 -3.6716 0.266
H -2.1629 -2.1485 0.6439 0.271
C -2.9012 -0.4776 1.7370 -0.333
C 0.2560 -2.2833 -0.6344 0.677
H -0.0101 3.7635 0.4458 0.170
H 2.3546 -2.5175 -1.0166 0.197
C 1.3089 2.3494 -2.1598 -0.214
O -0.2585 -3.1854 -0.0161 -0.596
H 0.2501 -2.0514 4.8266 0.209
H 0.2965 5.5852 -0.7902 0.199
H -0.9501 -2.4882 2.7114 0.211
C -2.0375 -1.1008 0.8576 -0.235
H -0.9883 -2.9281 5.7328 0.192
H -3.3617 -1.9841 5.8774 0.195
C -1.1983 -3.0786 3.5939 -0.419
H 2.6855 -0.3180 -6.7416 0.247
H 4.9616 -3.4100 -4.8721 0.236
H 2.6869 2.3466 0.1625 0.193
C 2.0331 3.2029 -0.0478 -0.216
H -3.4760 1.3154 2.7186 0.244
H 1.1853 2.6225 -3.2078 0.211
N 2.0276 3.3995 -1.4776 -0.456
C -0.8116 -2.3052 4.8525 -0.399
C 1.4217 -2.5485 -1.5989 -0.159
H -0.2245 4.9376 -2.3550 0.200
H -1.7144 2.6636 1.6161 0.214
C 2.0472 -0.9010 -4.7789 -0.056
C -1.0180 -0.3703 0.2636 0.200
H 2.4560 4.0854 0.4339 0.204
S -4.1868 -1.4460 2.5339 2.339
C 3.3232 -2.6369 -3.7208 -0.265
H -1.4473 -0.3889 4.1008 0.204
C 1.9122 4.7458 -1.9853 -0.198
Cl 0.7166 0.1906 -4.7447 0.027
C 2.8611 -0.9583 -5.8929 -0.282
H 3.5147 -3.2947 -2.8890 0.229
O 1.4254 -1.5712 -2.6176 -0.501
H -2.9152 -4.1009 4.4140 0.193
N -0.0570 -0.9712 -0.5556 -0.630
H -3.0237 -3.8191 2.6637 0.241
C -1.6551 -1.0360 4.9560 -0.418
C -3.1384 -1.4110 4.9694 -0.229
C -2.6969 -3.3877 3.6095 -0.228
H 2.1682 4.7025 -3.0487 0.192
H -0.5081 1.1721 -2.0581 0.215
O -4.6189 -2.4595 1.6189 -0.938
C -2.7794 0.8642 2.0307 -0.218
C 3.9061 -1.8668 -5.9018 0.392
C 0.5685 5.4711 -1.8367 -0.634
O -5.1525 -0.5234 3.0596 -0.947
C -0.9102 1.0162 0.5068 0.130
C -1.7922 1.6082 1.4070 -0.192
H 2.6857 5.3376 -1.4856 0.191
H -3.7788 -0.5290 4.9492 0.236
N -3.5069 -2.2142 3.8312 -0.680
H 1.2980 -3.5563 -2.0108 0.212
C 0.6523 2.8914 0.5534 -0.235
H -0.6437 -4.0158 3.5350 0.216
H -1.4123 -0.4881 5.8681 0.211
H 0.7638 2.6616 1.6149 0.213
C -0.0600 2.0232 -1.5430 -0.247
C 4.1445 -2.7082 -4.8338 -0.265
F 4.7022 -1.9292 -6.9848 -0.318
H 0.5506 -0.3257 -1.0432 0.432
H 0.6499 6.4635 -2.2741 0.214
N 0.1267 1.7230 -0.1280 -0.481
H 1.9295 1.4443 -2.1129 0.189
```



The following is a quantum chemistry calculation of a molecular structure, C38H39BF4FeN6O5, from the OMol25 dataset.

Values from the calculation:
E_HOMO (spin up / spin down): -1.142 / -1.165 eV
2S+1: 5
Orbital gap (spin up / spin down): 5.20 / 5.22 eV
LUMO energy (spin up / spin down): 4.06 / 4.06 eV
ΔE to the lowest compared entry with this formula, charge and spin: 1.0764 eV
Charge: -2
<S²>: 6.011

```
94
Properties=species:S:1:pos:R:3:mulliken_spin:R:1
C 1.2225 4.3253 -2.0649 0.006
H -5.8976 -2.6074 2.6646 0.000
H -0.9100 0.4291 5.0863 0.000
N -1.2517 1.6223 -1.6929 -0.032
C -5.4515 -0.4964 2.6839 0.000
C 3.0113 -2.5439 1.7652 -0.007
N -0.3671 -1.8736 -1.3985 0.049
H 3.7183 -4.6927 4.1186 0.000
H 1.1026 2.5221 -0.9477 0.022
H -4.6584 1.5024 2.6628 0.000
C 0.5960 3.1715 -1.6528 0.022
C 0.6189 5.1805 -2.9825 0.008
C 4.0684 -2.6000 0.8787 0.006
F -1.6175 4.3545 0.7743 0.000
C 1.5520 0.2471 4.4241 -0.009
H 1.2426 -3.5215 -3.7596 0.000
F -1.0872 3.3289 2.7397 0.001
H 0.6609 -2.0924 -5.2639 0.000
N -0.1781 0.1317 2.7643 0.078
C -0.6203 4.8206 -3.4879 -0.004
C -4.8782 2.4091 -1.8401 -0.002
C 1.0585 0.6366 3.1709 -0.028
C 0.1488 -2.1430 -2.5537 0.005
C 1.7412 -1.0473 0.2887 0.247
C -5.1284 -1.8452 2.6328 0.000
H -3.5826 -5.2781 1.3578 0.000
F -0.4288 2.3964 0.7343 0.058
H 1.3055 -0.4239 -5.2559 0.000
H 1.1069 6.0956 -3.2979 0.001
H 1.4214 1.9059 1.4839 0.077
N 0.9819 0.0288 -2.7262 0.039
O 0.8534 -0.6840 5.1787 0.000
O -0.4540 -3.0293 -0.5569 0.000
B -0.6469 3.6240 1.4377 0.007
H -0.8554 -0.9344 6.2416 0.000
C -1.2561 3.6621 -3.0718 0.006
C 2.7411 0.7573 4.9178 0.000
C -2.6187 1.4754 -1.7895 0.013
H 4.9576 -3.1744 1.1010 0.000
C 1.7895 1.5701 2.4453 -0.042
H 0.0217 0.5831 6.5920 0.000
C -0.6820 2.8066 -2.1113 -0.024
H 4.0421 -4.8731 2.3748 0.000
H 0.8544 -4.0956 -2.1201 0.000
C 3.9687 -1.8946 -0.3148 -0.009
H -2.2000 3.3943 -3.5231 0.001
H 3.5260 2.8005 2.3425 0.000
C -3.5127 2.5671 -1.6938 0.005
C 1.8579 -1.7964 1.4733 -0.230
N 0.8247 -2.0029 2.4545 0.001
H -5.5203 3.2813 -1.7615 0.000
C -0.2922 -0.1106 5.8054 0.000
H 4.4003 2.0692 4.5506 0.000
H -6.5094 1.0480 -2.2063 0.001
C -3.1085 0.0518 2.5712 -0.005
O 1.4712 0.9902 -3.3895 0.015
C 0.4834 -3.5434 -2.9811 0.001
H -6.4875 -0.1902 2.7429 0.000
H -0.4323 -0.6999 -5.2714 0.001
H -3.1134 3.5431 -1.4581 0.000
H -1.1062 5.4516 -4.2262 0.000
C 0.5177 -1.0797 -4.8809 0.002
C -4.5860 0.0664 -2.1073 -0.004
H 1.2152 -2.1617 3.3753 -0.003
C 2.9813 2.0768 2.9337 0.010
O 3.0066 -3.1926 2.9920 0.000
H 2.8088 -0.5878 -1.5119 0.008
C -5.4396 1.1631 -2.0751 0.005
H 2.2037 4.5613 -1.6706 0.000
C -0.2725 -1.1094 2.5277 -0.050
H -0.3986 -4.0678 -3.3568 0.000
F 0.5556 4.3153 1.5019 0.000
H -2.5781 -0.6506 -1.9838 -0.001
H -1.3854 -2.7754 2.3204 0.001
H -4.9965 -0.9255 -2.2583 0.000
H -3.3353 -3.7818 0.4262 0.000
H -2.3300 0.7933 2.5660 0.002
C -3.8120 -2.2445 2.5155 0.001
H -4.9428 -4.1537 1.1043 0.000
C -4.4375 0.4443 2.6421 0.000
H 4.7847 -1.9388 -1.0283 0.000
Fe 0.0686 0.2730 -0.5911 3.828
C 0.5256 -1.0302 -3.3850 0.006
O -3.5045 -3.6017 2.4909 0.000
H 0.1196 -2.7894 0.1903 -0.005
N -1.4657 -1.7787 2.4576 0.002
C -2.7800 -1.2954 2.4900 -0.005
H 4.9840 -3.7123 3.3419 0.000
C 3.9940 -4.1629 3.2070 0.000
C 2.8410 -1.1408 -0.5827 -0.083
C 3.4683 1.6702 4.1689 0.000
C -3.2201 0.2107 -1.9554 0.009
H 3.0808 0.4266 5.8919 0.000
C -3.8648 -4.2299 1.2641 0.000
```